The following is a quantum chemistry calculation of a cluster of 2 separate species, C4H12O in total at a distorted geometry, from OMol25.

CARTESIAN COORDINATES (ANGSTROEM)
H -2.1824 -2.5139 -1.4968
C 0.3970 -2.5033 -0.7323
O -1.6718 -1.7529 -1.8143
C -0.7148 -1.4284 -0.8248
H -0.6108 1.3010 0.8048
H -0.0427 3.5177 0.2109
H -0.3022 -0.4730 -1.1238
H 1.5106 3.4869 0.9726
H 0.0270 -3.3612 -1.2989
C 0.4384 1.5573 0.9989
H 1.2772 -2.1863 -1.2981
H 0.7675 -2.7760 0.2493
H -1.1323 -1.3666 0.1853
H 0.9757 1.0035 0.2251
H 0.0875 3.4079 1.9858
C 0.5032 3.0675 1.0376
H 0.6731 1.0197 1.9185

Atomic forces in eV per Å
H 0.19 0.30 -0.20
C 0.25 0.39 -1.35
O -0.44 -0.27 0.23
C 0.76 -0.80 0.67
H 0.05 -0.11 0.08
H -0.20 -0.06 0.04
H -0.03 0.17 0.13
H 0.07 -0.22 0.10
H 0.07 -0.28 0.43
C -1.01 -1.08 -0.29
H 0.00 0.06 0.00
H -0.40 -0.02 0.27
H -0.43 0.41 -0.20
H 0.30 0.62 -0.18
H -0.15 0.17 -0.12
C 0.75 0.24 0.14
H 0.22 0.46 0.25

Values from the calculation:
total charge = 0
frontier orbital gap = 11.274 eV
SMILES = CCO.CC
relative energy (zero: lowest compared OMol25 entry of this formula, charge and spin) = 70.3 kJ/mol

The following is a quantum chemistry calculation of a cluster of 2 separate species, C4H12O in total at a distorted geometry, from OMol25.

CARTESIAN COORDINATES (ANGSTROEM)
O 1.0941 1.0159 -0.8022
C -0.6861 0.1593 1.3099
H -1.5938 -0.2551 1.0034
H -1.0089 -0.6543 -1.1601
H 1.7607 -0.7438 -1.7728
H 0.4756 1.0254 2.8431
C -0.2564 0.2316 2.7438
H 0.1160 -0.7568 3.0316
H 0.5879 1.8640 -1.1473
C -0.2384 -0.8910 -1.8991
C 1.0378 0.0363 -1.8189
H 0.1637 -1.8644 -1.8007
H -0.7149 1.1778 0.9725
H 0.1667 -0.1894 0.6759
H -0.8479 -1.0000 -2.8391
H -1.0758 0.2822 3.4136
H 1.0196 0.5624 -2.7535

Atomic forces in eV per Å
O -1.08 2.30 -0.98
C 2.63 1.23 -0.97
H -1.43 -1.19 0.10
H 0.43 -0.27 0.21
H 1.58 0.52 0.44
H 0.06 -0.13 0.48
C 0.00 -1.82 -0.08
H 0.76 0.24 0.04
H 1.60 -2.79 1.07
C -1.13 0.73 -0.36
C -2.73 0.05 -1.38
H -0.17 -1.30 0.74
H -0.42 0.74 -0.37
H -1.05 -0.24 0.79
H 1.02 0.92 0.31
H -0.91 0.98 0.73
H 0.83 0.04 -0.77

Values from the calculation:
total charge = 0
frontier orbital gap = 10.837 eV
SMILES = CCO.CC
relative energy (zero: lowest compared OMol25 entry of this formula, charge and spin) = 177.8 kJ/mol

The following is a quantum chemistry calculation of a cluster of 2 separate species, C4H12O in total at a distorted geometry, from OMol25.

CARTESIAN COORDINATES (ANGSTROEM)
H -2.9162 -2.3646 1.6410
H -1.6877 -0.7545 -0.0335
C -1.4272 -0.8133 1.0333
H -0.3450 -0.7822 1.0051
H -1.9246 0.0292 1.4924
H 0.8136 1.9835 0.3555
H 0.0115 1.1414 -1.8009
H -1.3660 -3.0167 1.1407
H -1.5385 -2.2410 2.6644
C 1.5683 1.7859 -0.3847
H 1.7314 2.7623 -0.8506
H 2.6105 1.4026 -2.5432
C 1.0067 0.8682 -1.4542
C -1.8357 -2.1524 1.6128
H 1.0124 -0.1773 -1.1634
O 1.7673 0.9473 -2.7006
H 2.5190 1.3817 -0.0141

Atomic forces in eV per Å
H 0.24 0.34 -0.33
H -0.18 -0.10 0.16
C -0.25 -0.78 -1.36
H 0.25 0.58 0.48
H 0.30 0.22 0.43
H -0.01 -0.28 0.79
H -0.23 0.05 0.54
H 0.05 0.21 -0.33
H 0.09 0.21 -0.05
C -0.05 0.07 -1.09
H 0.25 -0.03 0.02
H -0.44 -0.28 0.05
C 0.65 0.20 -1.45
C -0.50 -0.68 1.00
H -0.11 -0.14 0.28
O 0.32 0.16 0.59
H -0.38 0.25 0.28

Values from the calculation:
total charge = 0
frontier orbital gap = 11.232 eV
SMILES = CCO.CC
relative energy (zero: lowest compared OMol25 entry of this formula, charge and spin) = 62.8 kJ/mol

The following is a quantum chemistry calculation of a cluster of 2 separate species, C4H12O2 in total at a distorted geometry, from OMol25.

CARTESIAN COORDINATES (ANGSTROEM)
H -0.0917 0.3438 -0.8471
C -0.4165 -0.0483 1.2046
H -3.5483 0.9978 -0.5603
H -1.0895 -0.8578 0.9071
H -1.6130 2.1171 -1.2087
H -0.9009 0.4281 2.0599
C -1.7236 1.5950 -0.2495
H 1.5978 0.0466 2.0229
H 2.5889 -1.7626 -2.6924
O 2.8345 -2.7072 -2.7263
O -2.7307 0.6037 -0.2464
H 3.7482 -2.7015 -2.4084
C -0.3623 0.9427 0.0117
H -1.9163 2.3180 0.5365
H 0.8688 -1.6133 1.9899
H 0.3677 1.7127 0.2552
H 1.4096 -0.7504 0.4782
C 0.9772 -0.6645 1.4730

Atomic forces in eV per Å
H 0.45 0.19 -0.40
C -0.05 -0.17 -0.58
H -0.07 0.00 -0.05
H 0.00 0.07 0.06
H -0.48 0.04 0.00
H 0.23 0.02 0.23
C 1.24 -0.10 0.02
H 0.11 -0.22 0.15
H -0.08 -0.02 0.08
O -0.03 -0.02 -0.16
O -0.17 -0.11 -0.26
H 0.08 0.04 0.08
C -1.03 -0.72 1.22
H -0.12 0.38 0.18
H 0.36 -0.10 0.00
H 0.17 0.11 -0.42
H 0.40 -0.59 0.11
C -1.02 1.21 -0.27

Values from the calculation:
total charge = -1
frontier orbital gap (alpha / beta) = 2.129 / 10.531 eV
relative energy (zero: lowest compared OMol25 entry of this formula, charge and spin) = 33.0 kJ/mol
2S+1 = 2

The following is a quantum chemistry calculation of the molecule C4H12O2P2 at a distorted geometry, from OMol25.

CARTESIAN COORDINATES (ANGSTROEM)
O 0.2182 0.4243 -0.5709
P 1.7678 0.1054 -0.0504
H -1.8765 2.3979 0.4550
H 1.5188 1.9752 1.3930
C 1.7894 0.9377 1.5766
H 2.7789 -1.9732 0.4811
H 1.6750 -2.1001 -0.8896
O 2.9144 0.5145 -0.8813
H 1.0138 -2.1026 0.7685
H -2.1826 1.8947 -1.2280
H 1.0920 0.4917 2.2769
H -3.2908 1.4089 0.0818
C -2.2500 1.5979 -0.1840
P -1.3282 0.0430 0.1701
H -2.0646 -0.5012 -2.1264
H 2.8062 0.9022 1.9564
H -1.3703 -1.9113 -1.2950
H -2.9976 -1.3625 -0.8757
C 1.7878 -1.7109 0.1204
C -2.0016 -1.0317 -1.1784

Atomic forces in eV per Å
O 0.12 -0.23 0.42
P -1.20 -0.31 0.61
H 0.00 -0.02 -0.03
H -0.02 0.08 0.02
C 0.09 -0.38 -0.68
H 0.02 -0.14 0.09
H -0.03 -0.07 -0.04
O -0.68 0.33 -0.30
H -0.15 -0.06 0.15
H 0.02 0.01 -0.08
H -0.12 -0.07 0.11
H -0.06 0.00 -0.01
C 0.41 -0.31 0.07
P 1.31 0.05 -0.75
H 0.02 0.03 -0.06
H 0.05 -0.03 0.12
H 0.02 0.00 0.05
H 0.00 0.01 -0.02
C 0.06 0.78 -0.04
C 0.14 0.34 0.35

Values from the calculation:
total charge = 0
frontier orbital gap = 10.108 eV
SMILES = CP(C)OP(C)(C)=O
relative energy (zero: lowest compared OMol25 entry of this formula, charge and spin) = 29.3 kJ/mol

The following is a quantum chemistry calculation of a cluster of 2 separate species, C4H12O2S in total, from OMol25.

CARTESIAN COORDINATES (ANGSTROEM)
H -1.0271 1.2019 -1.9529
H 0.4384 -3.4000 -1.6401
H 2.1809 1.4433 1.4944
O 1.7268 -0.5697 1.6349
H -0.7722 1.0210 1.7618
H -1.9169 1.4203 -0.4756
C -1.3084 0.7105 -1.0396
H 0.0160 -0.7252 -0.0415
H 1.2185 0.9894 2.8932
H -0.0253 -2.3754 -2.6047
H 0.1559 2.1803 0.7452
C 1.3643 0.7948 1.8241
S -2.2604 -0.7810 -1.4308
H 0.8163 0.5671 -0.8192
C -0.0623 0.3333 -0.2226
O 0.7994 -2.7156 -2.2183
H -3.5264 -0.3529 -1.4430
C 0.0682 1.1396 1.0741
H 2.1145 -0.8818 2.4607

Atomic forces in eV per Å
H 0.09 0.16 -0.43
H 0.36 -0.01 0.09
H 0.05 -0.05 -0.15
O -0.04 -0.07 0.35
H -0.18 -0.03 -0.32
H -0.13 -0.20 -0.02
C -0.17 0.14 0.61
H -0.21 -0.38 0.15
H 0.02 0.07 -0.09
H 0.43 0.14 -0.05
H -0.29 0.11 0.44
C -0.11 0.20 0.23
S 0.04 -0.53 0.04
H 0.18 -0.02 -0.13
C 0.16 0.48 -0.06
O -0.84 -0.08 -0.04
H 0.05 0.33 -0.04
C 0.63 -0.23 -0.28
H -0.02 -0.02 -0.27

Values from the calculation:
total charge = 0
frontier orbital gap = 9.866 eV
SMILES = OCCCCS.O
relative energy (zero: lowest compared OMol25 entry of this formula, charge and spin) = 44.4 kJ/mol

The following is a quantum chemistry calculation of a cluster of 3 separate species, C4H12O3 in total at a distorted geometry, from OMol25.

CARTESIAN COORDINATES (ANGSTROEM)
C 1.2105 0.0171 1.5731
H -1.3640 2.3484 -1.8528
C -1.7751 -2.0900 0.2066
H 1.3342 0.0722 2.6644
H 0.6133 -2.0994 1.4910
H -1.1326 0.0463 0.0846
C 0.2912 -1.0985 1.2037
H -1.0711 3.4380 -0.8398
H -0.2373 0.1177 -2.0899
O 2.5329 -0.0900 0.9968
H -2.8009 -1.7885 0.4319
H 1.2371 -0.2364 -2.1964
O -1.7978 3.0344 -1.3274
C -0.8542 -0.9287 0.4988
H -1.5344 -2.9497 0.8236
H 2.6779 -1.0269 0.7425
H 0.8008 0.9687 1.2185
O 0.6338 0.5313 -2.2397
H -1.7298 -2.3900 -0.8485

Atomic forces in eV per Å
C 0.51 0.26 -0.30
H 0.06 -0.12 -0.05
C 0.04 0.58 -0.08
H -0.12 0.00 -0.08
H -0.23 0.08 0.11
H 0.18 -0.28 0.37
C -1.09 0.51 -0.87
H 0.03 -0.07 -0.03
H 0.04 -0.04 -0.19
O -0.19 -0.94 0.07
H -0.08 -0.12 -0.12
H 0.02 0.07 0.01
O -0.04 0.14 0.05
C 1.09 -0.85 0.72
H 0.11 -0.14 0.06
H -0.20 0.89 0.09
H 0.02 -0.14 0.09
O -0.11 0.02 0.08
H -0.03 0.15 0.06

Values from the calculation:
total charge = -1
frontier orbital gap (alpha / beta) = 2.925 / 9.878 eV
relative energy (zero: lowest compared OMol25 entry of this formula, charge and spin) = 130.1 kJ/mol
2S+1 = 2

The following is a quantum chemistry calculation of a cluster of 2 separate species, C4H12O3 in total at a distorted geometry, from OMol25.

CARTESIAN COORDINATES (ANGSTROEM)
H 2.3180 1.5951 1.3507
O -2.2212 -0.8266 -0.3894
H -2.0512 -1.3452 -1.1763
H -3.5618 2.1751 -1.0511
O 1.4207 1.2209 1.5015
H -4.0670 0.5010 -0.7366
C -0.9695 -0.8832 0.4401
H 2.5598 -1.0923 -0.6810
C 2.6940 -0.1131 -0.1657
C 0.1991 -0.0731 -0.1856
H 0.4696 -0.7092 -1.0795
O -4.2479 1.4257 -1.0260
H -0.4801 -1.9063 0.5781
H 2.5576 0.7651 -0.7882
H 1.5902 -0.9190 1.4279
H -1.3406 -0.5992 1.3896
C 1.4697 -0.0309 0.7299
H 0.0467 0.9664 -0.5899
H 3.6140 -0.1513 0.4515

Atomic forces in eV per Å
H -0.99 -0.06 0.48
O 1.93 -0.54 1.11
H -0.01 -0.10 -0.31
H -1.03 -2.94 0.52
O 1.36 -1.00 -0.95
H 1.22 1.70 -0.14
C -0.07 -0.23 -1.63
H 0.56 0.94 -0.10
C -0.64 -0.62 0.82
C 0.48 -0.73 -0.32
H -0.17 0.75 0.65
O -0.13 1.27 -0.37
H -1.30 0.82 -0.39
H 0.88 -0.09 -0.69
H -0.85 1.01 -0.42
H 0.05 0.72 0.98
C -0.56 -0.24 0.62
H -0.39 -1.00 0.76
H -0.33 0.32 -0.61

Values from the calculation:
total charge = 0
frontier orbital gap = 11.185 eV
SMILES = C[C@@H](O)CCO.O
relative energy (zero: lowest compared OMol25 entry of this formula, charge and spin) = 150.3 kJ/mol

The following is a quantum chemistry calculation of a cluster of 3 separate species, C4H12O3 in total at a distorted geometry, from OMol25.

CARTESIAN COORDINATES (ANGSTROEM)
H -0.2244 2.1179 0.1941
C -0.0148 -0.3324 2.4386
H 2.0838 0.4232 0.6411
H -0.2771 0.1434 -1.5690
O -0.8343 2.7674 -0.1031
O 1.3393 -0.9382 -1.9654
H 1.6722 -0.6813 -2.8445
H -0.2746 -1.4185 2.7073
H 1.1843 1.0569 -1.7402
H -1.5383 -2.6200 -0.9990
H -0.7854 -1.4366 -1.2545
H -0.8937 0.1776 2.8202
O -1.5699 -1.7960 -1.5751
H -0.9982 0.0295 0.6022
H -1.6347 2.3173 -0.4130
C 0.8886 0.1998 -1.2566
C 1.0649 0.2153 0.2735
H 0.8146 -0.1108 3.0827
C -0.0023 -0.1147 0.9608

Atomic forces in eV per Å
H 0.62 -1.05 0.37
C -1.68 -1.85 0.81
H -0.67 -0.57 0.14
H 2.12 0.98 1.46
O -1.22 1.24 -0.58
O 1.48 -0.65 0.08
H -0.25 -0.07 0.72
H 0.40 1.20 -0.71
H 1.20 2.19 -0.84
H -0.67 1.15 -1.32
H 2.34 1.38 0.37
H -0.06 0.34 0.34
O -1.88 -2.96 0.90
H -0.41 -0.79 -0.97
H 0.50 0.03 0.17
C -4.15 -1.04 -0.38
C 0.87 -0.57 -3.00
H 0.76 0.43 -0.30
C 0.68 0.61 2.72

Values from the calculation:
total charge = 0
frontier orbital gap = 10.823 eV
SMILES = C/C=C/CO.O.O
relative energy (zero: lowest compared OMol25 entry of this formula, charge and spin) = 213.3 kJ/mol

The following is a quantum chemistry calculation of a cluster of 4 separate species, C4H12O3 in total at a distorted geometry, from OMol25.

CARTESIAN COORDINATES (ANGSTROEM)
H -0.3974 -1.8509 -1.3292
H -1.3562 3.0049 0.9799
O 2.0894 0.8806 -2.0312
C -1.1504 -1.5437 1.0012
H 2.7041 -0.7714 1.4802
H -2.5642 1.9422 -0.0184
H -2.7834 -0.4139 0.4652
O -0.3379 -1.8002 -2.2854
H 0.5017 -1.4090 -2.5724
C -1.6581 2.0546 0.5632
H 1.2243 1.3212 -2.1404
C -1.0438 0.9136 0.9323
H -0.2199 -1.4601 1.5571
C -1.7413 -0.3594 0.7735
H 2.0960 0.5707 -1.1142
H -1.3207 -2.5035 0.5321
H 3.2046 0.6741 1.1805
O 2.7532 -0.0945 0.8006
H -0.0003 0.8447 1.2254

Atomic forces in eV per Å
H 0.46 0.35 0.04
H 0.35 0.27 -0.81
O -0.73 0.23 0.00
C 1.34 0.97 0.04
H 0.09 0.07 0.09
H -0.31 0.39 0.40
H 0.17 0.59 -0.61
O -0.14 -0.11 -0.72
H -0.25 -0.09 0.64
C 0.33 -0.94 0.86
H 0.63 -0.32 0.11
C -1.03 0.20 -0.28
H 0.36 -0.31 -0.34
C 0.01 -1.41 -0.52
H 0.05 -0.05 -0.05
H -1.01 -0.10 0.62
H -0.12 -0.42 0.01
O -0.02 0.42 -0.15
H -0.16 0.26 0.66

Values from the calculation:
total charge = 0
frontier orbital gap = 9.265 eV
SMILES = C=CC=C.O.O.O
relative energy (zero: lowest compared OMol25 entry of this formula, charge and spin) = 188.9 kJ/mol

The following is a quantum chemistry calculation of a structure of composition C4H12O3 at a distorted geometry, from OMol25.

CARTESIAN COORDINATES (ANGSTROEM)
C 0.6192 2.0694 0.2756
O -0.7326 0.0208 -2.4351
C -0.1359 0.8810 0.1772
H 1.2732 -1.6304 -1.1247
H 0.2988 -0.6681 -2.0408
C 0.2943 3.2966 0.7105
O 0.1153 -2.5543 1.5040
H -1.0145 0.0021 -3.3511
H 0.5045 -0.9131 1.3362
H 0.9489 -2.7764 1.9450
H -2.8616 -2.5537 2.0030
O 1.3483 -0.9220 -1.7811
H -2.6114 -2.2654 1.3686
H 1.0651 4.0291 0.5577
H 1.6569 1.9263 -0.0282
H -0.7323 -1.0838 -0.0007
H -0.6179 3.3831 1.2896
C 0.0657 -0.4213 0.3365
H 0.5159 0.1801 -0.7422

Atomic forces in eV per Å
C 0.51 0.93 -0.31
O -0.38 -0.05 1.34
C 1.97 -1.08 1.42
H 0.44 -0.38 -0.40
H 0.03 0.23 -1.81
C -0.23 -1.64 0.31
O 1.14 2.16 0.26
H 0.16 0.09 0.00
H 0.02 -2.19 0.10
H -0.17 -0.38 0.05
H -0.05 0.02 0.01
O -0.21 0.16 1.48
H -0.03 -0.02 0.00
H -0.22 0.58 0.52
H -0.24 -0.06 -0.68
H 0.65 -0.39 -0.59
H -0.12 0.84 -0.49
C -4.21 2.23 -0.20
H 0.93 -1.05 -1.00

Values from the calculation:
total charge = 0
frontier orbital gap = 5.295 eV
relative energy (zero: lowest compared OMol25 entry of this formula, charge and spin) = 1171.5 kJ/mol

The following is a quantum chemistry calculation of a cluster of 3 separate species, C4H12O3 in total at a distorted geometry, from OMol25.

CARTESIAN COORDINATES (ANGSTROEM)
H -6.8851 0.4861 2.2019
H 3.5794 0.4106 0.5540
C 1.4231 1.8626 -0.2626
H 1.9027 2.4546 0.4598
O 0.0113 -3.8746 1.5670
C 0.0428 1.9426 -0.3041
H 3.5680 -0.7207 -0.7386
C 2.1191 0.8437 -0.8922
H 0.8533 -3.7530 2.0445
H -0.3201 2.3250 -1.2433
O 1.8941 0.4382 -2.1499
H 2.1639 -0.8677 0.6419
H -0.3101 2.7015 0.4805
H -0.5052 0.9914 -0.1258
H 2.3683 -0.2517 -2.6809
H -5.9267 0.1003 1.2787
H 0.2996 -3.4574 0.6470
C 2.9122 -0.1779 -0.0416
O -6.8768 0.0307 1.2683

Atomic forces in eV per Å
H -1.21 -1.21 -2.31
H 0.27 0.06 1.02
C 4.00 -2.78 -1.31
H 0.95 -0.27 1.44
O 1.80 1.61 -2.82
C -5.00 2.18 0.17
H -0.31 -0.55 0.52
C 0.99 -0.69 2.12
H -0.57 -0.22 0.07
H -0.66 0.19 -0.60
O -1.73 -0.07 -1.99
H 2.01 1.73 -1.93
H 0.23 -1.13 -1.06
H 0.42 0.39 0.01
H -0.25 0.75 1.99
H 1.05 -0.52 -1.20
H -1.22 -1.37 2.75
C -0.92 0.19 -0.39
O 0.16 1.73 3.51

Values from the calculation:
total charge = 0
frontier orbital gap = 7.799 eV
SMILES = C/C=C(/C)O.O.O
relative energy (zero: lowest compared OMol25 entry of this formula, charge and spin) = 356.4 kJ/mol

The following is a quantum chemistry calculation of a cluster of 3 separate species, C4H12O3 in total, from OMol25.

CARTESIAN COORDINATES (ANGSTROEM)
H -2.6162 1.7100 -0.6284
H -0.4550 -0.5311 -1.4413
H -0.3891 -1.5285 2.2168
H -1.2085 0.4685 0.8532
C 0.2625 -0.7036 1.9342
C -0.4415 -1.0170 -0.4682
H -3.9452 1.0032 -0.5117
H 2.5069 0.3484 -1.5278
O 0.9584 1.4157 -0.8515
H 0.3849 0.0089 2.7465
H 0.3833 -1.7260 -0.4790
H -1.3548 -1.5799 -0.3039
C -0.2424 -0.0108 0.6680
H 3.1079 -0.1493 -2.8174
O 3.1617 -0.2790 -1.8653
H 1.2350 -1.1700 1.7484
O -3.0082 0.8257 -0.6618
H 1.0013 1.7840 1.1097
C 0.6591 1.1308 0.2796

Atomic forces in eV per Å
H 0.03 -0.23 -0.13
H -0.23 0.01 0.03
H -0.23 0.21 0.16
H -0.04 0.04 0.23
C 0.29 0.03 -0.24
C 0.28 0.12 0.13
H 0.06 -0.17 -0.05
H 0.04 -0.08 0.00
O 0.21 0.07 -0.21
H -0.11 -0.09 0.25
H 0.17 -0.06 -0.01
H -0.15 0.02 -0.11
C 0.18 -0.50 -0.35
H 0.09 -0.10 0.00
O -0.11 0.14 -0.07
H 0.03 0.16 -0.06
O -0.19 0.48 0.12
H 0.03 -0.10 0.06
C -0.33 0.04 0.25

Values from the calculation:
total charge = 0
frontier orbital gap = 10.544 eV
SMILES = CC(C)C=O.O.O
relative energy (zero: lowest compared OMol25 entry of this formula, charge and spin) = 28.8 kJ/mol